# C84H174BF19N8O10

A 14-piece molecular cluster, C84H174BF19N8O10 overall (wB97M-V/def2-TZVPD, OMol25).

Summary:
E_LUMO = -6.0 eV
charge = +2
frontier orbital gap = 0.0341 Eh
molecular weight = 1828.14 u

Structure (XYZ):
```
296
Properties=species:S:1:pos:R:3:lowdin_charge:R:1
B -0.1551 0.2278 -0.7006 -1.32
F 0.0823 -0.1153 -2.0653 0.08
F 1.0917 0.4798 -0.1529 0.10
F -0.9665 1.3579 -0.6119 0.13
F -0.6981 -0.8982 -0.0605 0.12
C 1.5188 3.3558 -1.5543 -0.06
C 2.5795 4.3030 -1.0111 -0.22
C 2.9547 5.2955 -2.1011 -0.14
N 4.0565 6.3073 -1.8477 -0.26
C 5.3564 5.6368 -1.5159 0.02
C 3.7345 7.3302 -0.7190 -0.04
C 4.1633 8.7277 -1.3120 -0.10
C 4.9487 8.3634 -2.6061 -0.17
C 4.2393 7.1915 -3.1284 -0.10
H 1.4711 2.4460 -0.9485 0.06
H 1.7497 2.9499 -2.5410 0.07
H 0.5602 3.8690 -1.6751 0.10
H 3.4822 3.7769 -0.6447 0.08
H 2.1333 4.8327 -0.1458 0.12
H 2.0650 5.8919 -2.3050 0.14
H 3.2506 4.8123 -3.0355 0.14
H 5.6844 4.9233 -2.2491 0.10
H 5.0654 5.2122 -0.5669 0.08
H 6.0843 6.4378 -1.4381 0.10
H 4.3428 7.1171 0.1385 0.11
H 2.6450 7.2894 -0.6036 0.14
H 4.7663 9.4269 -0.7252 0.13
H 3.2454 9.2479 -1.5887 0.12
H 6.0114 8.1174 -2.4481 0.12
H 4.8781 9.1911 -3.3083 0.14
H 4.8450 6.5948 -3.8292 0.15
H 3.2402 7.3926 -3.5456 0.15
C 5.5451 -0.0071 -6.6258 -0.09
C 4.4192 -0.4647 -5.7219 -0.25
C 3.0727 -0.2500 -6.3977 -0.15
N 1.8562 -0.3547 -5.5932 -0.26
C 1.7485 -1.7513 -4.9498 0.04
C 0.6492 -0.1493 -6.5054 -0.04
C -0.3945 0.5306 -5.5496 -0.12
C 0.4981 1.4677 -4.7263 -0.14
C 1.8466 0.6653 -4.4557 -0.07
H 5.6412 -0.7055 -7.4589 0.09
H 6.5189 0.0912 -6.1552 0.07
H 5.3535 0.9882 -7.0502 0.09
H 4.4765 0.0264 -4.7674 0.06
H 4.6998 -1.4650 -5.3901 0.12
H 2.9874 -0.9287 -7.2540 0.16
H 3.0864 0.7841 -6.7358 0.14
H 0.8158 -1.8754 -4.3905 0.11
H 2.5794 -1.8651 -4.2401 0.10
H 1.7079 -2.5320 -5.6881 0.11
H 0.3296 -1.1367 -6.7918 0.13
H 0.9504 0.5842 -7.2548 0.14
H -0.9755 -0.1475 -4.9258 0.10
H -1.1798 1.1671 -6.0165 0.11
H 0.0432 1.7537 -3.7826 0.09
H 0.7002 2.2165 -5.4669 0.11
H 1.7050 0.1420 -3.4948 0.11
H 2.8012 1.2006 -4.5022 0.11
C -5.4662 -3.6836 0.6878 -0.08
C -4.4361 -3.1426 -0.2815 -0.21
C -4.9646 -2.9443 -1.7289 -0.11
N -4.1173 -2.0930 -2.6252 -0.26
C -2.6885 -2.6627 -2.6508 0.06
C -4.0941 -0.6398 -2.1966 -0.06
C -3.7141 0.0980 -3.5078 -0.15
C -4.1139 -0.8075 -4.6660 -0.12
C -4.7419 -2.1121 -3.9929 -0.07
H -5.1682 -3.3189 1.6836 0.07
H -5.4805 -4.7632 0.6862 0.06
H -6.4616 -3.2954 0.5422 0.08
H -3.6058 -3.8366 -0.2763 0.09
H -4.1808 -2.1582 0.0806 0.08
H -5.9523 -2.5011 -1.6861 0.13
H -4.9636 -3.9234 -2.2001 0.14
H -2.7464 -3.6387 -3.1278 0.10
H -2.3095 -2.7344 -1.6276 0.09
H -2.0726 -1.9910 -3.2415 0.09
H -3.4015 -0.6224 -1.3565 0.12
H -5.0465 -0.3194 -1.7652 0.12
H -2.7057 0.5239 -3.5320 0.10
H -4.3115 1.0226 -3.6326 0.08
H -3.2302 -1.2220 -5.1056 0.08
H -4.8087 -0.2849 -5.3480 0.11
H -4.5953 -3.0917 -4.4870 0.14
H -5.8051 -2.0161 -3.8667 0.12
C 10.1666 1.6285 -1.0317 -0.11
C 8.9845 0.7696 -1.1229 -0.26
C 7.6600 1.5322 -0.9216 -0.12
N 6.4304 0.6811 -1.1110 -0.24
C 6.3929 0.0927 -2.5127 0.02
C 5.2095 1.5918 -0.8432 -0.11
C 4.1568 0.6617 -0.2654 -0.17
C 4.9634 -0.3094 0.5605 -0.14
C 6.2902 -0.5503 -0.1547 -0.04
H 11.0917 1.0863 -1.1221 0.09
H 10.2487 2.2681 -0.1668 0.08
H 10.1172 2.2692 -1.9328 0.10
H 9.1293 -0.1023 -0.4931 0.12
H 9.0356 0.3860 -2.1537 0.12
H 7.5779 2.2704 -1.7147 0.13
H 7.6080 1.8575 0.1059 0.13
H 6.7134 0.7941 -3.2912 0.11
H 5.3245 -0.1099 -2.6014 0.10
H 6.9917 -0.8161 -2.5561 0.11
H 4.9628 2.1387 -1.7644 0.13
H 5.4586 2.4176 -0.1654 0.11
H 3.5292 0.1049 -1.0085 0.13
H 3.4230 1.1640 0.3711 0.10
H 4.3132 -1.1682 0.8009 0.13
H 5.1962 0.1812 1.5193 0.11
H 6.4569 -1.4510 -0.7459 0.13
H 7.1393 -0.5355 0.5303 0.13
C -0.8304 3.7291 1.9670 -0.08
C -1.5009 2.8248 3.0562 -0.20
C -1.6419 1.3793 2.6238 -0.13
N -2.3592 0.5244 3.6335 -0.25
C -3.6926 1.0963 4.0651 0.04
C -1.4410 0.2838 4.8592 -0.08
C -2.1417 -0.8559 5.5773 -0.13
C -2.6368 -1.7129 4.3943 -0.11
C -2.5716 -0.8728 3.0814 -0.06
H -0.9036 4.7423 2.3380 0.07
H -1.3428 3.7159 0.9996 0.05
H 0.1433 3.3774 1.6625 0.05
H -2.5106 3.2131 3.1789 0.09
H -0.8964 2.9771 3.9622 0.10
H -0.6420 0.9222 2.5127 0.12
H -2.2408 1.2802 1.7115 0.13
H -4.1023 1.6179 3.2186 0.08
H -3.5146 1.8576 4.8262 0.11
H -4.3175 0.3331 4.5064 0.11
H -1.3621 1.2158 5.4432 0.13
H -0.4659 0.0656 4.4323 0.11
H -2.9562 -0.5619 6.2553 0.12
H -1.5019 -1.4954 6.1922 0.10
H -3.6774 -1.9692 4.5385 0.11
H -2.0464 -2.6265 4.2304 0.10
H -3.4927 -0.8205 2.5107 0.10
H -1.7025 -1.0624 2.4489 0.12
C -4.9619 5.5258 2.5992 -0.08
C -4.4430 4.9796 1.2948 -0.22
C -5.6566 4.9878 0.3257 -0.09
N -5.4309 4.5458 -1.1437 -0.24
C -6.7908 4.5029 -1.7895 0.03
C -4.8032 3.1026 -1.3170 -0.05
C -3.2608 3.3495 -1.2749 -0.12
C -3.0687 4.8496 -1.5857 -0.16
C -4.4572 5.4159 -1.8897 -0.09
H -5.7227 4.8264 2.9692 0.06
H -5.4412 6.4805 2.4980 0.08
H -4.1952 5.5079 3.3813 0.08
H -3.9822 3.9958 1.3475 0.09
H -3.6318 5.5670 0.8957 0.08
H -6.0785 5.9875 0.3071 0.13
H -6.4009 4.2604 0.6468 0.09
H -7.1580 5.5287 -1.8199 0.11
H -7.3772 3.8571 -1.1395 0.10
H -6.6453 4.0433 -2.7604 0.10
H -5.1937 2.7254 -2.2677 0.10
H -5.2048 2.5515 -0.4612 0.08
H -2.7530 2.7729 -2.0694 0.10
H -2.9165 3.0892 -0.2599 0.07
H -2.3981 5.0305 -2.4115 0.09
H -2.5940 5.3861 -0.7681 0.08
H -4.7127 5.2213 -2.9474 0.13
H -4.6492 6.4560 -1.5802 0.14
C 2.2913 0.0802 3.2844 -0.06
C 2.4754 1.5956 3.5307 -0.21
C 3.7054 1.7632 4.3907 -0.13
N 4.1258 3.1970 4.6737 -0.30
C 3.1614 3.9329 5.4396 0.01
C 4.3351 3.9132 3.3210 -0.07
C 5.3560 5.0593 3.7012 -0.09
C 5.9907 4.5715 5.0928 -0.14
C 5.4349 3.2370 5.4362 -0.09
H 2.4304 -0.5477 4.1802 0.08
H 3.0147 -0.2918 2.5438 0.07
H 1.2949 -0.1146 2.9366 0.05
H 1.6178 1.9679 4.0926 0.10
H 2.5318 2.1807 2.6120 0.09
H 4.6160 1.2357 4.0890 0.13
H 3.4898 1.3014 5.3548 0.15
H 3.0525 3.4815 6.4451 0.15
H 2.2619 3.8538 4.8867 0.09
H 3.4781 4.9701 5.5053 0.12
H 3.3253 4.2233 2.9894 0.13
H 4.6317 3.1046 2.6417 0.12
H 4.7147 5.9317 3.8870 0.11
H 6.0847 5.1255 2.9229 0.09
H 5.8200 5.3795 5.8006 0.12
H 7.0754 4.5968 5.0359 0.12
H 5.2842 3.0970 6.5140 0.16
H 6.1176 2.4682 5.0243 0.15
C 4.9762 -6.5961 2.9367 -0.08
C 3.7073 -5.8443 2.4817 -0.22
C 3.3522 -6.0934 1.0226 -0.12
N 2.1919 -5.2938 0.5085 -0.28
C 0.8786 -5.7806 1.1780 0.03
C 2.1164 -5.4330 -0.9353 -0.10
C 1.3199 -4.1637 -1.3782 -0.10
C 1.3328 -3.1889 -0.1301 -0.11
C 2.3607 -3.8570 0.8044 -0.12
H 4.8430 -7.6462 2.6677 0.08
H 5.1641 -6.5251 4.0118 0.08
H 5.8311 -6.1900 2.4128 0.06
H 3.9395 -4.7882 2.6953 0.10
H 2.8170 -6.1169 3.0497 0.09
H 3.0913 -7.1336 0.8091 0.15
H 4.2178 -5.8434 0.3699 0.13
H 0.8944 -5.4126 2.1994 0.08
H 0.7637 -6.9151 1.1937 0.06
H 0.0332 -5.4072 0.6234 0.08
H 1.6062 -6.3681 -1.1503 0.14
H 3.1224 -5.4423 -1.3610 0.12
H 0.3109 -4.4041 -1.6731 0.05
H 1.8784 -3.6842 -2.1948 0.09
H 0.3678 -3.1783 0.3786 0.11
H 1.5682 -2.1624 -0.3911 0.08
H 2.2705 -3.6985 1.8667 0.09
H 3.4000 -3.6746 0.5307 0.12
C -6.8636 1.3855 1.4705 -0.42
O -6.6348 1.6896 2.9555 -0.15
O -6.8300 2.3812 0.6130 -0.17
C -5.8437 0.2883 1.1698 -0.57
F -4.5691 0.6150 0.8528 0.11
F -5.7413 -0.5520 2.1870 0.14
F -6.2571 -0.4208 0.0990 0.12
C -7.5679 2.6705 3.4177 -0.28
C -7.1174 3.0414 4.7985 -0.08
H -6.8473 2.1686 5.3634 0.07
H -6.3064 3.7603 4.8235 0.05
H -7.9085 3.5855 5.2936 0.08
H -8.5662 2.1792 3.4350 0.13
H -7.5913 3.5741 2.7864 0.10
H -7.8581 0.7874 1.5240 0.17
C -3.8942 2.9767 -5.4220 -0.45
O -3.6873 1.7110 -6.1444 -0.15
O -4.5094 2.8069 -4.2505 -0.19
C -2.4925 3.6067 -5.3200 -0.56
F -2.6061 4.8826 -4.9837 0.15
F -1.6830 3.0811 -4.3245 0.07
F -1.8690 3.4280 -6.4715 0.14
C -4.0227 1.7055 -7.5710 -0.26
C -3.8366 0.3436 -8.1099 -0.09
H -2.8221 -0.0376 -7.9508 0.07
H -4.5653 -0.3316 -7.6389 0.08
H -4.0971 0.3515 -9.1571 0.08
H -3.3739 2.4540 -8.0497 0.11
H -5.0771 2.0103 -7.6999 0.13
H -4.3920 3.7321 -6.0529 0.15
C -0.2335 -8.1735 2.6912 -0.49
O -0.8785 -6.8409 2.7719 -0.16
O 0.3992 -8.3167 1.6161 -0.11
C 0.5833 -8.3215 3.9851 -0.67
F 1.8171 -7.8983 3.8138 0.14
F 0.0266 -7.5952 4.9280 0.16
F 0.7541 -9.5039 4.4585 0.20
C -2.2190 -6.3441 3.0100 -0.23
C -2.4203 -5.0502 2.2948 -0.08
H -1.6359 -4.3510 2.6170 0.06
H -2.2928 -5.2958 1.2284 0.07
H -3.3556 -4.4988 2.5017 0.07
H -2.3379 -6.1410 4.0938 0.10
H -3.0144 -7.0445 2.7028 0.13
H -1.1281 -8.8702 2.9079 0.17
C 1.2752 -3.1569 5.9423 -0.57
O -0.3111 -3.2294 6.0518 -0.17
O 1.9695 -3.8279 6.6621 -0.01
C 1.5536 -3.1754 4.4506 -0.58
F 0.6930 -2.4878 3.7238 0.12
F 2.7784 -2.6858 4.1606 0.10
F 1.4510 -4.4115 3.9093 0.12
C -0.7970 -4.5305 6.3115 -0.31
C -1.9833 -4.5001 7.1886 -0.08
H -1.7324 -4.1541 8.1953 0.08
H -2.8264 -3.9200 6.8270 0.06
H -2.3410 -5.5167 7.3115 0.08
H 0.0244 -5.0698 6.8203 0.13
H -0.9596 -5.1252 5.4203 0.09
H 1.2286 -2.0921 6.0117 0.10
C -3.4910 -8.9681 -0.7966 -0.61
O -2.6887 -7.8012 -0.8211 -0.12
O -3.1744 -9.9626 -0.2783 0.03
C -4.9740 -8.2077 0.0475 -0.44
F -6.0968 -8.5712 -0.6497 0.04
F -5.0912 -8.5828 1.4010 0.02
F -5.0769 -6.8763 0.1786 0.04
C -2.5887 -6.8679 -1.9001 -0.28
C -1.3647 -5.9870 -1.7532 -0.10
H -0.6191 -6.6107 -1.2649 0.08
H -0.9468 -5.6873 -2.7309 0.07
H -1.5745 -5.0813 -1.1468 0.05
H -3.4838 -6.2298 -1.9815 0.09
H -2.6068 -7.4470 -2.8462 0.12
H -3.9724 -8.8324 -1.8213 0.12
```